Molecular formula: C30H41CoF6GeNO5PS2Si3
Method: DFT, ωB97M-V/def2-TZVPD

Properties
- largest force on an atom (eV/Å) = 0.90
- E_HOMO (spin up / spin down) (eV) = -11.14 / -11.26
- electronic energy (eV) = -208535.863
- relative energy (zero: lowest compared OMol25 entry of this formula, charge and spin) (kcal per mole) = 0.0
- orbital gap (spin up / spin down) (eV) = 6.3 / 6.8
- E_LUMO (spin up / spin down) (Eh) = -0.1781 / -0.1625

```
! RIJCOSX wB97M-V def2-TZVPD def2/J DEFGRID3
* xyz 1 2
Co 0.5594 -0.6693 -0.3917
O 3.4756 -0.4270 0.8147
C 2.3984 -0.9507 0.8173
C 2.0509 -2.3658 0.6845
C 2.8574 -3.4459 1.0392
C 2.3004 -4.7095 0.9882
C 0.9759 -4.8643 0.5786
C 0.2011 -3.7835 0.1758
C 0.7351 -2.5000 0.1952
P -1.4239 -0.0208 -0.0980
C -2.8898 -1.0437 -0.0041
C -4.0075 -0.5773 0.6951
C -5.1280 -1.3811 0.8154
C -5.1507 -2.6399 0.2283
C -4.0574 -3.0930 -0.4973
C -2.9306 -2.2965 -0.6121
C -2.0148 1.6195 -0.4759
C -1.7043 2.6752 0.3743
C -2.1381 3.9555 0.0782
C -2.8685 4.1824 -1.0789
C -3.1931 3.1295 -1.9263
C -2.7800 1.8451 -1.6237
H 3.8651 -3.2779 1.3969
H 2.8761 -5.5740 1.2896
H 0.5429 -5.8568 0.5600
H -0.8068 -3.9772 -0.1570
H -3.9977 0.4108 1.1388
H -5.9898 -1.0220 1.3617
H -6.0321 -3.2605 0.3193
H -4.0912 -4.0588 -0.9843
H -2.0885 -2.6188 -1.2067
H -1.1365 2.4857 1.2763
H -1.8966 4.7756 0.7413
H -3.1904 5.1859 -1.3229
H -3.7612 3.3129 -2.8279
H -3.0352 1.0246 -2.2830
C 0.9514 3.8271 2.0478
Si 1.8640 2.3179 2.6720
C 3.6789 2.2885 2.2638
C 1.6380 2.1536 4.5249
Ge 0.7984 0.2240 1.8783
Si -0.5005 -0.9888 3.5547
C 0.5694 -1.2885 5.0636
C -1.2309 -2.6140 3.0005
C -1.8769 0.2564 3.8571
Si 0.4126 -1.7599 -2.6275
C 2.2641 -1.5548 -2.6725
C 0.0117 -3.5581 -2.9164
C -0.9425 -0.7988 -3.4745
H 1.6025 4.7011 2.1250
H 0.0654 4.0185 2.6575
H 0.6563 3.7433 1.0038
H 4.1093 3.2463 2.5694
H 3.8803 2.1385 1.2079
H 4.1873 1.4970 2.8155
H 2.0210 3.0638 4.9954
H 2.2019 1.3158 4.9369
H 0.5914 2.0522 4.8173
H 1.4636 -1.8571 4.7991
H 0.0149 -1.8794 5.7968
H 0.8813 -0.3661 5.5518
H -0.4669 -3.3804 2.8732
H -1.7929 -2.5260 2.0709
H -1.9226 -2.9557 3.7761
H -1.5145 1.2812 3.9662
H -2.4365 0.0094 4.7621
H -2.5819 0.2380 3.0215
H 2.6943 -2.4573 -2.2356
H 2.6877 -0.6651 -2.2119
H 2.5151 -1.5026 -3.7380
H 0.6591 -4.2511 -2.3856
H 0.1710 -3.7117 -3.9909
H -1.0311 -3.8083 -2.7191
H -0.9260 0.2794 -3.3422
H -1.8766 -1.2001 -3.0705
H -0.9159 -1.0142 -4.5459
F 3.8316 2.1179 -1.4758
C 2.8564 3.0048 -1.6445
F 2.6924 3.6925 -0.5127
F 3.1830 3.8447 -2.6143
S 1.2799 2.1523 -2.0782
O 1.1225 1.2636 -0.8997
O 0.2902 3.1692 -2.2063
N 1.6712 1.2991 -3.2983
S 1.2389 1.4778 -4.8314
O 0.0262 2.2088 -5.0008
O 1.4161 0.1971 -5.4462
C 2.5817 2.5299 -5.5507
F 2.5545 2.3938 -6.8696
F 2.3859 3.8045 -5.2363
F 3.7684 2.1420 -5.0923
*
```

***

Molecular formula: C30H41F21O15S
Method: DFT, ωB97M-V/def2-TZVPD

Properties
- largest force on an atom (eV/Å) = 2.78
- E_HOMO (eV) = -9.40
- electronic energy (eV) = -130390.345
- relative energy (zero: lowest compared OMol25 entry of this formula, charge and spin) (kcal per mole) = 1.5
- orbital gap (eV) = 9.8
- E_LUMO (Eh) = 0.0152

```
! RIJCOSX wB97M-V def2-TZVPD def2/J DEFGRID3
* xyz 0 1
C -2.9075 -4.1279 5.9867
C -1.8731 -3.2569 6.7113
O -1.3465 -2.2816 5.8037
C -1.7545 -1.0333 5.9525
O -2.2137 -0.5023 6.8875
C -1.6611 -0.2581 4.6042
F -1.6753 1.0621 4.7594
F -0.5714 -0.5210 3.9406
F -2.6494 -0.6133 3.8144
H -3.6260 -3.4499 5.5189
H -3.3842 -4.7719 6.6985
H -2.4897 -4.7231 5.1802
H -0.9646 -3.8080 6.8935
H -2.3063 -2.7871 7.5745
C 3.8529 -2.9182 1.2525
C 2.8512 -2.5733 2.3050
O 2.8024 -1.1356 2.7104
C 3.4324 -0.7738 3.7863
O 3.9960 -1.4543 4.5814
C 3.3709 0.7198 4.0631
F 3.3114 1.3734 2.8313
F 2.3485 1.0282 4.8409
F 4.4690 1.1886 4.6776
H 3.5295 -2.4619 0.3550
H 3.7681 -4.0239 1.0958
H 4.8574 -2.6586 1.4893
H 2.9347 -3.0898 3.2574
H 1.8643 -2.7311 1.8805
C 2.5990 3.2402 -6.2895
C 2.6684 2.5554 -4.9482
O 1.5099 1.5901 -4.7640
C 0.3395 2.1257 -4.4757
O 0.0501 3.2723 -4.1614
C -0.6468 0.9220 -4.4409
F -1.3954 0.9682 -5.5588
F -0.1989 -0.3441 -4.3784
F -1.4635 1.0625 -3.4347
H 2.5434 2.4986 -7.1530
H 3.5071 3.8564 -6.3450
H 1.8069 3.9660 -6.3340
H 2.5864 3.1691 -4.0244
H 3.5415 1.8957 -4.8994
C 0.9297 4.1569 3.0733
C -0.4011 4.6144 2.4948
O -0.2334 4.3925 1.0145
C -1.2501 4.8779 0.2926
O -2.2508 5.4769 0.5905
C -0.9273 4.6108 -1.2384
F -1.7966 5.1316 -2.0840
F 0.3293 5.1006 -1.4804
F -0.9015 3.3021 -1.4306
H 1.6799 4.6192 2.3997
H 1.0068 3.0344 2.9993
H 1.0930 4.4664 4.0887
H -0.5589 5.6555 2.6088
H -1.1778 3.9638 2.8420
C -5.3598 0.1030 -0.1304
C -4.0948 0.7960 0.4271
O -4.4458 1.8756 1.2596
C -3.4931 2.3901 2.0637
O -2.3465 2.1206 2.1046
C -4.1584 3.5235 2.9529
F -4.6659 4.4619 2.1042
F -5.1109 2.9970 3.7291
F -3.2981 4.0169 3.7866
H -6.0422 0.7717 -0.6121
H -5.9372 -0.2946 0.7242
H -5.0815 -0.7403 -0.7639
H -3.4915 1.2121 -0.3566
H -3.3866 0.1661 0.9589
C 3.7479 -2.2482 -2.8311
C 3.0799 -0.9689 -3.4998
O 3.2727 -0.9151 -4.9237
C 2.3813 -1.7026 -5.5278
O 1.7019 -2.5946 -5.0929
C 2.4167 -1.4378 -7.0402
F 2.6677 -0.1441 -7.3791
F 3.4160 -2.1035 -7.6238
F 1.2759 -1.8884 -7.5982
H 4.8370 -2.2845 -2.9642
H 3.4274 -3.2545 -3.0614
H 3.6626 -2.0348 -1.7807
H 3.6170 -0.1191 -3.1442
H 1.9828 -0.9657 -3.3401
C -1.8963 -4.4824 -3.1515
C -0.9753 -3.3582 -2.6626
O -1.4410 -2.8733 -1.3258
C -0.8450 -3.3978 -0.2998
O 0.0973 -4.1409 -0.2417
C -1.5700 -3.0751 0.9801
F -2.4475 -2.0935 0.8125
F -2.1418 -4.1973 1.4213
F -0.7118 -2.6637 1.9033
H -1.5018 -4.5570 -4.2091
H -2.9235 -4.0640 -3.1046
H -1.7137 -5.4172 -2.6211
H -1.0952 -2.4107 -3.1679
H 0.0646 -3.5872 -2.6086
C 1.9002 1.2240 0.3954
S 0.9263 0.3490 -0.9262
O 1.4342 -1.0903 -0.9860
C -0.5516 0.3492 0.0861
H 1.4499 2.1818 0.6398
H 2.8902 1.4616 -0.0455
H 2.0445 0.5600 1.2250
H -0.9369 1.3348 0.3305
H -0.2160 -0.1484 1.0226
H -1.3678 -0.2396 -0.3233
*
```

***

Molecular formula: C30H41N5O6STa
Method: DFT, ωB97M-V/def2-TZVPD

Properties
- largest force on an atom (eV/Å) = 0.60
- E_HOMO (eV) = -16.78
- electronic energy (eV) = -63876.024
- relative energy (zero: lowest compared OMol25 entry of this formula, charge and spin) (kcal per mole) = 3.6
- orbital gap (eV) = 6.7
- E_LUMO (Eh) = -0.3722

```
! RIJCOSX wB97M-V def2-TZVPD def2/J DEFGRID3
* xyz 3 1
Ta -0.2792 0.2541 0.0896
C -1.0493 -5.2285 6.3749
C -0.6440 -4.3400 5.2439
C -1.6118 -3.8106 4.3776
C -1.2612 -2.9747 3.3428
C 0.0947 -2.6673 3.1677
C 1.0880 -3.1844 4.0100
C 0.7013 -4.0144 5.0401
S 0.6151 -1.6410 1.9176
O 1.9696 -1.8488 1.5317
O -0.3626 -1.7368 0.7180
N 0.3799 -0.0326 2.1364
C -0.6157 0.3783 3.1376
C -1.9635 0.3009 2.4404
O -2.9886 -0.1548 2.7934
O -1.7777 0.7938 1.1403
H -1.9165 -5.8325 6.1139
H -1.3247 -4.6160 7.2374
H -0.2362 -5.8832 6.6806
H -2.6520 -4.0728 4.5205
H -2.0183 -2.5860 2.6755
H 2.1308 -2.9526 3.8423
H 1.4552 -4.4330 5.6936
H -0.4222 1.4119 3.4303
H -0.5936 -0.2475 4.0278
N 5.1497 -3.3344 -3.4693
C 3.9598 -3.7155 -2.9695
O 3.5695 -4.8545 -2.8695
C 3.0462 -2.6210 -2.4412
C 3.4680 -1.4215 -1.8885
C 2.5385 -0.5720 -1.3255
N 1.2103 -0.8267 -1.3022
C 0.8175 -2.0083 -1.8459
C 1.6850 -2.9073 -2.4081
H 5.7515 -4.0543 -3.8416
H 5.3670 -2.3802 -3.6953
H 4.5145 -1.1528 -1.8389
H 2.8813 0.3290 -0.8454
H -0.2333 -2.2364 -1.7969
H 1.3294 -3.8526 -2.7955
C 4.3225 4.8701 0.0335
C 3.2835 3.8051 0.0784
C 2.6165 3.3829 -1.0817
C 1.6688 2.4003 -1.0132
N 1.3258 1.7723 0.1477
C 1.9901 2.1588 1.2651
C 2.9409 3.1523 1.2607
H 5.2633 4.4385 -0.3206
H 4.5018 5.3010 1.0155
H 4.0488 5.6584 -0.6667
H 2.8425 3.8298 -2.0409
H 1.1708 2.0718 -1.9144
H 1.7490 1.6305 2.1723
H 3.4209 3.4132 2.1943
C -1.0095 0.1702 -3.5463
C -2.1435 -0.1642 -2.6133
O -1.7375 -0.5913 -1.2437
C -2.8583 -1.4049 -0.6561
C -2.7849 -2.8444 -1.0898
H -1.4642 0.5397 -4.4674
H -0.4142 -0.6998 -3.8098
H -0.3550 0.9574 -3.1744
H -2.7133 -0.9995 -3.0125
H -2.8211 0.6760 -2.4653
H -3.7703 -0.9056 -0.9807
H -2.7839 -1.2983 0.4202
H -2.8318 -2.9679 -2.1718
H -3.6545 -3.3574 -0.6753
H -1.8942 -3.3375 -0.7024
C -4.0099 3.7448 -1.4248
C -2.5430 4.0629 -1.7665
C -2.0494 5.3018 -0.9983
C -2.3459 4.2300 -3.2834
C -1.7333 2.9204 -1.3337
N -1.0971 2.0228 -0.9985
H -4.6126 4.6027 -1.7212
H -4.1496 3.5831 -0.3565
H -4.3717 2.8749 -1.9734
H -2.6486 6.1524 -1.3210
H -1.0044 5.5205 -1.2179
H -2.1777 5.1843 0.0772
H -2.9529 5.0753 -3.6056
H -2.6777 3.3491 -3.8335
H -1.3072 4.4439 -3.5347
*
```

***

Molecular formula: C30H41N9Ti
Method: DFT, ωB97M-V/def2-TZVPD

Properties
- largest force on an atom (eV/Å) = 0.36
- E_HOMO (eV) = -19.14
- electronic energy (eV) = -68263.348
- relative energy (zero: lowest compared OMol25 entry of this formula, charge and spin) (kcal per mole) = 105.0
- orbital gap (eV) = 5.8
- E_LUMO (Eh) = -0.4896

```
! RIJCOSX wB97M-V def2-TZVPD def2/J DEFGRID3
* xyz 4 1
Ti 0.1525 0.3304 0.9394
C 1.4669 4.7631 1.5757
C 1.3591 3.3330 1.1900
N 0.4425 2.5184 1.5850
C -0.5859 3.0329 2.5107
C -1.6327 1.9577 2.7430
N -0.9795 0.6280 2.8470
C -0.1608 0.4216 4.0705
C 0.7518 -0.7420 3.7745
N 1.5105 -0.3968 2.5337
C 2.3129 -1.5490 2.0111
C 1.5516 -2.0637 0.7975
N 1.2157 -0.8762 0.0060
C 2.0232 -0.5275 -1.1994
C 2.8337 -1.6368 -1.8415
C 2.8907 0.6349 -0.7236
C 4.2494 0.8006 -0.5472
C 4.6941 1.9882 0.0220
C 3.7738 2.9164 0.5326
C 2.4263 2.6973 0.3678
N 2.0558 1.6236 -0.3653
H 1.5869 4.8697 2.6585
H 0.5448 5.2909 1.3152
H 2.2930 5.2624 1.0770
H -1.0641 3.9246 2.0991
H -0.1089 3.3420 3.4440
H -2.3288 1.9164 1.9008
H -2.2193 2.1832 3.6360
H -1.7266 -0.0645 2.8750
H -0.7884 0.2365 4.9431
H 0.4240 1.3206 4.2710
H 0.1780 -1.6519 3.5804
H 1.4329 -0.9502 4.6007
H 2.1533 0.3517 2.7967
H 2.4498 -2.3085 2.7810
H 3.2996 -1.1883 1.7182
H 0.6264 -2.5687 1.0945
H 2.1212 -2.7891 0.2211
H 2.2068 -2.4890 -2.0844
H 3.6408 -1.9636 -1.1854
H 3.2911 -1.2759 -2.7635
H 4.9438 0.0327 -0.8615
H 5.7564 2.1712 0.1342
H 4.1184 3.7663 1.1078
N 0.0015 -0.3393 -2.7308
C -0.5249 -1.6768 -2.7286
C -1.2764 -2.0420 -3.8423
C -1.7126 -3.3513 -3.9275
C -1.4111 -4.2346 -2.8974
C -0.6861 -3.7573 -1.8229
N -0.2416 -2.4931 -1.7336
C 1.0810 0.2459 -2.1392
C 1.7798 1.1389 -3.1323
C 1.4625 2.4223 -3.3060
C 0.4265 3.0588 -2.4965
C 0.0449 2.5583 -1.3222
N 0.7003 1.3715 -0.8183
H -0.3014 0.1638 -3.5561
H -1.4850 -1.3376 -4.6386
H -2.2761 -3.6808 -4.7908
H -1.7204 -5.2697 -2.9338
H -0.4295 -4.4125 -0.9982
H 2.4576 0.6335 -3.8123
H 1.9105 2.9884 -4.1128
H -0.0682 3.9428 -2.8809
H -0.7765 2.9540 -0.7411
C -3.9320 -3.0800 0.5752
C -3.9725 -1.6619 -0.0355
C -4.2009 -1.7235 -1.5545
C -5.0415 -0.7841 0.6510
C -2.6773 -1.0489 0.2293
N -1.6632 -0.5594 0.4914
H -4.9061 -3.5371 0.4023
H -3.7616 -3.0571 1.6512
H -3.1764 -3.7018 0.0958
H -5.1829 -2.1636 -1.7232
H -3.4552 -2.3520 -2.0393
H -4.1955 -0.7306 -2.0042
H -6.0123 -1.2426 0.4663
H -5.0626 0.2235 0.2362
H -4.8975 -0.7370 1.7308
*
```

***

Molecular formula: C30H42BrClCrN2P2
Method: DFT, ωB97M-V/def2-TZVPD

Properties
- largest force on an atom (eV/Å) = 4.16
- E_HOMO (spin up / spin down) (eV) = -12.75 / -12.84
- electronic energy (eV) = -164317.086
- relative energy (zero: lowest compared OMol25 entry of this formula, charge and spin) (kcal per mole) = 24.4
- orbital gap (spin up / spin down) (eV) = 6.0 / 3.3
- E_LUMO (spin up / spin down) (Eh) = -0.2464 / -0.3504

```
! RIJCOSX wB97M-V def2-TZVPD def2/J DEFGRID3
* xyz 2 5
C -0.2704 7.0264 -3.3962
C -0.4509 5.6577 -3.6826
C -0.7555 5.2968 -5.0113
C -0.8444 6.3093 -5.9777
N -0.6568 7.5951 -5.6942
C -0.3823 7.9529 -4.4425
C -0.3198 4.6508 -2.6553
C -0.1029 3.8706 -1.7433
C 0.0997 2.8866 -0.7838
C 1.1164 3.0245 0.1707
C 1.2990 2.0029 1.1032
C 0.4882 0.9182 0.9453
C -0.5913 0.7752 0.0355
C -0.7670 1.7931 -0.8709
Cr -0.2646 -0.7026 1.9800
P 2.1271 -1.3113 1.4298
H -0.9139 4.2727 -5.3029
H -0.0422 7.3764 -2.4019
H -1.0740 6.0625 -7.0154
H -0.2423 9.0188 -4.2546
H -1.5535 1.7607 -1.6300
H 1.7530 3.9166 0.1817
H -1.2865 -0.0820 0.0276
H 2.0245 2.0774 1.9166
C 2.4413 -2.9046 2.2634
C 3.5144 -3.8081 1.6605
H 1.4769 -3.4323 2.2962
H 2.6941 -2.6510 3.3034
H 3.6480 -4.6842 2.3110
H 3.2301 -4.1855 0.6688
H 4.4864 -3.3091 1.5848
C 2.2721 -1.5423 -0.3871
C 3.2335 -0.6405 -1.1465
H 1.2487 -1.3625 -0.7537
H 2.4911 -2.6007 -0.5874
H 3.0959 -0.8198 -2.2208
H 3.0437 0.4233 -0.9653
H 4.2815 -0.8615 -0.9142
C 3.5559 -0.2422 1.8864
C 4.9433 -0.8666 1.9221
H 3.2937 0.1477 2.8871
H 3.5441 0.6264 1.2158
H 5.6684 -0.0785 2.1642
H 5.0321 -1.6393 2.6935
H 5.2454 -1.2899 0.9567
Br 1.1625 0.3388 3.9730
P -1.9941 -3.2192 -0.9969
C -0.2048 -3.5746 -0.9998
C 0.1154 -5.0072 -1.4360
H 0.1506 -3.3628 0.0225
H 0.2412 -2.8557 -1.7028
H 1.1726 -5.0709 -1.7211
H -0.0668 -5.7215 -0.6229
H -0.4868 -5.3185 -2.2991
C -2.5565 -3.0088 0.7326
C -3.9231 -3.6827 0.9115
H -2.5929 -1.9207 0.9257
H -1.7859 -3.4826 1.3629
H -4.1076 -3.8452 1.9783
H -4.7266 -3.0583 0.5114
H -3.9752 -4.6562 0.4058
C -2.2197 -1.6541 -1.8929
C -2.5624 -1.8565 -3.3783
H -1.2942 -1.0748 -1.7877
H -3.0416 -1.1230 -1.3928
H -2.9681 -0.9204 -3.7827
H -1.6730 -2.1201 -3.9634
H -3.3128 -2.6443 -3.5305
Cl -2.8788 4.0423 3.7372
C -2.7817 2.3341 3.8643
C -3.4528 1.6457 4.8843
C -3.2708 0.2630 4.9440
C -2.4715 -0.3825 3.9987
N -1.8443 0.2921 3.0046
C -1.9920 1.6437 2.9479
H -4.0633 2.1963 5.5876
H -3.7189 -0.3404 5.7380
H -2.2849 -1.4565 4.0200
H -1.4211 2.1733 2.1901
*
```